A molecular structure, C4H7NO, computed with ωB97M-V with the def2-TZVPD basis set.

Cartesian coordinates (Å):
C  -0.809  -0.387  2.113
N  -0.321  0.669  1.233
C  -0.015  0.328  0.068
C  0.454  1.012  -1.197
C  0.678  -0.428  -1.675
O  0.015  -0.938  -0.494
H  -0.848  -1.369  1.629
H  -1.818  -0.119  2.442
H  -0.185  -0.464  3.010
H  1.314  1.679  -1.125
H  -0.363  1.510  -1.727
H  0.174  -0.744  -2.591
H  1.724  -0.748  -1.687

* gap between HOMO and LUMO: 10.6 eV
* E_HOMO: -9.6 eV
* energy above the lowest of the compared OMol25 structures with the same formula, charge and spin: 175.8 kJ/mol
* net charge: 0
* DFT total energy: -286.5647 a.u.

Atom charges from the Mulliken analysis, given in e for atoms 1 to 6: atom 1 (C): -0.714, atom 2 (N): -0.520, atom 3 (C): 0.564, atom 4 (C): -0.362, atom 5 (C): -0.275, atom 6 (O): -0.413

***

2 unconnected molecules or ions with the total composition C4H7NO, computed with ωB97M-V with the def2-TZVPD basis set.

Cartesian coordinates (Å):
C  1.419  -0.587  -0.214
C  0.207  0.268  -0.486
C  -0.301  1.063  0.692
N  -0.303  0.272  -1.655
C  -1.420  -1.728  0.627
O  -2.454  -1.528  0.205
H  1.463  -1.427  -0.912
H  2.315  0.026  -0.357
H  1.429  -0.969  0.814
H  -1.217  1.611  0.452
H  0.464  1.782  1.003
H  -1.113  0.897  -1.679
H  -0.505  0.393  1.536

* gap between HOMO and LUMO: 10.9 eV
* E_HOMO: -9.9 eV
* energy above the lowest of the compared OMol25 structures with the same formula, charge and spin: 117.2 kJ/mol
* net charge: 0
* DFT total energy: -286.5870 a.u.

Atom charges from the Mulliken analysis, given in e for atoms 1 to 6: atom 1 (C): -1.120, atom 2 (C): 0.637, atom 3 (C): -1.087, atom 4 (N): -0.669, atom 5 (C): 0.139, atom 6 (O): -0.162

***

2 unconnected molecules or ions with the total composition C4H7NO, computed with ωB97M-V with the def2-TZVPD basis set.

Cartesian coordinates (Å):
N  2.419  0.217  0.819
C  1.203  0.188  0.430
C  0.119  -0.646  0.911
C  -1.035  -0.453  0.020
C  -0.738  0.892  -0.627
O  0.688  1.016  -0.604
H  2.926  0.966  0.336
H  -0.323  -1.359  -0.380
H  0.230  -1.455  1.623
H  -2.045  -0.703  0.347
H  -1.146  -1.314  -1.229
H  -1.205  1.660  0.013
H  -1.092  0.992  -1.658

* gap between HOMO and LUMO: 8.2 eV
* E_HOMO: -7.9 eV
* energy above the lowest of the compared OMol25 structures with the same formula, charge and spin: 549.2 kJ/mol
* net charge: 0
* DFT total energy: -286.4225 a.u.

Atom charges from the Mulliken analysis, given in e for atoms 1 to 6: atom 1 (N): -0.748, atom 2 (C): 0.493, atom 3 (C): -0.757, atom 4 (C): -0.068, atom 5 (C): -0.349, atom 6 (O): -0.385

***

2 unconnected molecules or ions with the total composition C4H7NO, computed with ωB97M-V with the def2-TZVPD basis set.

Cartesian coordinates (Å):
C  2.123  -0.169  0.236
C  0.671  -0.038  -0.058
N  0.113  0.947  -0.689
C  -1.260  0.668  -0.766
C  -1.411  -0.708  -0.177
O  -0.111  -1.023  0.387
H  2.257  -0.312  1.312
H  2.644  0.731  -0.092
H  2.543  -1.044  -0.268
H  -1.831  1.619  0.701
H  -1.989  1.592  -0.162
H  -1.566  -1.411  -1.003
H  -2.184  -0.851  0.577

* gap between HOMO and LUMO: 8.4 eV
* E_HOMO: -8.2 eV
* energy above the lowest of the compared OMol25 structures with the same formula, charge and spin: 475.3 kJ/mol
* net charge: 0
* DFT total energy: -286.4506 a.u.

Atom charges from the Mulliken analysis, given in e for atoms 1 to 6: atom 1 (C): -0.976, atom 2 (C): 0.787, atom 3 (N): -0.536, atom 4 (C): -0.188, atom 5 (C): -0.247, atom 6 (O): -0.365

***

C4H7NO in the gas phase, computed with ωB97M-V with the def2-TZVPD basis set.

Cartesian coordinates (Å):
C  -1.930  1.226  0.407
C  -0.399  0.730  0.054
C  1.129  -1.126  -0.157
C  0.878  0.185  0.530
N  -1.989  1.678  -0.881
O  -0.678  1.264  -1.236
H  -2.813  1.347  1.080
H  0.479  -1.873  0.182
H  2.182  -1.416  0.052
H  0.897  -0.960  -1.278
H  1.624  0.916  0.191
H  0.692  0.179  1.567
H  -2.204  2.581  -1.064

* ⟨S²⟩: 2.01
* gap between HOMO and LUMO (spin up / spin down): 6.3 / 9.6 eV
* multiplicity: 3
* E_HOMO (spin up / spin down): -5.2 / -9.8 eV
* energy above the lowest of the compared OMol25 structures with the same formula, charge and spin: 239.9 kJ/mol
* net charge: 0
* DFT total energy: -286.3269 a.u.

Atom charges from the Mulliken analysis, given in e for atoms 1 to 6: atom 1 (C): -0.541, atom 2 (C): 0.172, atom 3 (C): -0.972, atom 4 (C): -0.193, atom 5 (N): -0.129, atom 6 (O): -0.303

***

C4H7NO2 in the gas phase, computed with ωB97M-V with the def2-TZVPD basis set.

Cartesian coordinates (Å):
C  -1.149  -1.114  0.069
C  -0.592  0.278  -0.029
N  -1.250  1.343  0.292
O  -2.528  1.021  0.725
C  0.740  0.500  -0.526
C  2.683  -0.213  -0.223
O  1.526  -0.560  -0.804
H  -2.066  -1.186  -0.523
H  -0.427  -1.852  -0.286
H  -1.418  -1.339  1.105
H  -2.910  1.887  0.916
H  1.134  1.486  -0.722
H  3.589  -0.398  -0.789
H  2.669  0.148  0.794

* gap between HOMO and LUMO (spin up / spin down): 8.0 / 8.1 eV
* E_HOMO (spin up / spin down): -7.7 / -8.0 eV
* energy above the lowest of the compared OMol25 structures with the same formula, charge and spin: 559.7 kJ/mol
* net charge: 0
* DFT total energy: -361.6677 a.u.

Atom charges from the Mulliken analysis, given in e for atoms 1 to 6: atom 1 (C): -1.034, atom 2 (C): 0.815, atom 3 (N): -0.563, atom 4 (O): -0.375, atom 5 (C): -0.449, atom 6 (C): -0.576

***

Question: Number 4 is which compound?
Answer: C4H7NO

***

Repeat the fourth record exactly.
2 unconnected molecules or ions with the total composition C4H7NO, computed with ωB97M-V with the def2-TZVPD basis set.

Cartesian coordinates (Å):
C  2.123  -0.169  0.236
C  0.671  -0.038  -0.058
N  0.113  0.947  -0.689
C  -1.260  0.668  -0.766
C  -1.411  -0.708  -0.177
O  -0.111  -1.023  0.387
H  2.257  -0.312  1.312
H  2.644  0.731  -0.092
H  2.543  -1.044  -0.268
H  -1.831  1.619  0.701
H  -1.989  1.592  -0.162
H  -1.566  -1.411  -1.003
H  -2.184  -0.851  0.577

* gap between HOMO and LUMO: 8.4 eV
* E_HOMO: -8.2 eV
* energy above the lowest of the compared OMol25 structures with the same formula, charge and spin: 475.3 kJ/mol
* net charge: 0
* DFT total energy: -286.4506 a.u.

Atom charges from the Mulliken analysis, given in e for atoms 1 to 6: atom 1 (C): -0.976, atom 2 (C): 0.787, atom 3 (N): -0.536, atom 4 (C): -0.188, atom 5 (C): -0.247, atom 6 (O): -0.365

***

Question: net charge of number 3 (C4H7NO)?
Answer: 0